# 1
# C3H10Cl2NPSi

2 unconnected molecules or ions with the total composition C3H10Cl2NPSi (wB97M-V/def2-TZVPD, the Open Molecules 2025 dataset).

2S+1	1
energy above the lowest of the compared OMol25 structures with the same formula, charge and spin	3.871	eV
gap between HOMO and LUMO (alpha / beta)	7.745 / 6.839	eV

XYZ file:
```
18
C3H10Cl2NPSi, DFT wB97M-V/def2-TZVPD
C -1.34863 -1.38548 -0.87202
C -0.10192 -0.54791 1.82800
C -0.91434 1.75682 -0.27278
N 1.23695 -0.21071 -0.95385
Si -0.19761 -0.11198 0.01766
P 2.82672 0.01184 -0.85230
Cl 3.05471 1.70158 0.35198
Cl 3.31171 -1.49150 0.45637
H -1.15147 -2.37533 -0.48125
H -2.32774 -1.11718 -0.56113
H -1.41147 -1.26918 -1.87658
H 0.75083 -0.08494 2.42635
H -0.99288 -0.13630 2.31295
H -0.14693 -1.52814 1.94472
H -0.49184 2.36338 -1.02235
H -1.86892 1.66067 -0.46414
H -0.68908 2.29030 0.60153
H 0.46192 0.47407 -2.58317
```

***

# 2
# C3H10FN2

A gas-phase ion, C3H10FN2 (charge +1) (wB97M-V/def2-TZVPD, the Open Molecules 2025 dataset).

SMILES	N[C@H](F)CC[NH3+]
net charge	+1
2S+1	1
energy above the lowest of the compared OMol25 structures with the same formula, charge and spin	1.365	eV
gap between HOMO and LUMO	9.586	eV

XYZ file:
```
16
C3H10FN2, DFT wB97M-V/def2-TZVPD
N -2.39582 1.03734 0.00992
C -1.57381 -0.08293 -0.26776
F -2.03488 -1.14267 0.57505
C -0.00518 0.19380 0.04629
C 1.11335 -0.88015 -0.20317
N 2.37632 -0.10426 0.18962
H -3.11960 1.02564 -0.59934
H -2.64761 1.19913 0.93380
H -1.68330 -0.53210 -1.35318
H 0.10215 1.19323 -0.54152
H -0.22880 0.52390 1.10779
H 0.97702 -1.05798 -1.29728
H 1.05430 -1.65654 0.54225
H 2.50032 -0.27403 1.13654
H 2.27187 1.00031 0.05596
H 3.29367 -0.44269 -0.33494
```

***

# 3
# C3H10FN2S

2 unconnected molecules or ions with the total composition C3H10FN2S (wB97M-V/def2-TZVPD, the Open Molecules 2025 dataset).

net charge	+1
2S+1	1
energy above the lowest of the compared OMol25 structures with the same formula, charge and spin	2.442	eV
gap between HOMO and LUMO (alpha / beta)	8.130 / 6.993	eV

XYZ file:
```
17
C3H10FN2S, DFT wB97M-V/def2-TZVPD
C 0.91782 0.32220 -1.04726
C -0.23078 1.15627 0.92665
C -0.99079 -0.92374 -0.16182
N -0.53231 -1.72020 0.81910
N -0.38093 0.39503 -0.33378
F -3.98877 -0.16056 -0.98145
S -3.38318 0.40106 0.43681
H 1.63545 -0.23152 -0.44463
H 0.80006 -0.18382 -2.00444
H 1.30046 1.32612 -1.22258
H 0.61193 0.78264 1.50699
H -0.04797 2.20531 0.69755
H -1.15008 1.08977 1.50856
H -1.37889 -1.38280 -1.05677
H -0.90216 -2.65798 0.87004
H -0.24437 -1.32169 1.70192
H -1.05437 0.91411 -0.91615
```

***

# 4
# C3H10INP

2 unconnected molecules or ions with the total composition C3H10INP (wB97M-V/def2-TZVPD, the Open Molecules 2025 dataset).

net charge	+1
2S+1	1
energy above the lowest of the compared OMol25 structures with the same formula, charge and spin	1.029	eV
gap between HOMO and LUMO	7.737	eV

XYZ file:
```
16
C3H10INP, DFT wB97M-V/def2-TZVPD
C 1.60996 -1.10488 0.72685
C 1.50868 1.29214 0.12781
C 0.78908 -0.36941 -1.38558
N 1.37639 -0.08137 -0.27504
P -4.45269 -0.00906 -0.24388
I -2.13643 0.06168 0.24622
H 2.44356 -0.68537 1.20982
H 0.76783 -1.45104 1.30739
H 1.77101 -1.92117 0.06778
H 2.57257 1.45708 -0.12279
H 0.88850 1.95490 -0.48842
H 1.26441 1.64311 1.06673
H 0.58035 -1.46529 -1.67269
H 0.47750 0.31783 -2.05968
H -4.80943 -0.76043 1.07049
H -4.65129 1.12129 0.42497
```

***

# 5
# C3H10MnN3O3S

A molecular structure, C3H10MnN3O3S (wB97M-V/def2-TZVPD, the Open Molecules 2025 dataset).

net charge	+3
2S+1	2
gap between HOMO and LUMO (alpha / beta)	6.238 / 6.903	eV

XYZ file:
```
21
C3H10MnN3O3S, DFT wB97M-V/def2-TZVPD
Mn -0.66513 -0.76631 -0.35252
N 1.26023 -1.07810 0.40283
C 2.13053 -0.16179 -0.38424
C 1.75391 1.29663 -0.16336
C 0.28008 1.58783 -0.40637
N -0.60550 0.98565 0.64185
H 1.37670 -0.93452 1.40890
H 1.52693 -2.05285 0.22914
H 2.07207 -0.44604 -1.44291
H 3.17840 -0.31868 -0.10212
H 2.35408 1.90880 -0.83819
H 2.02262 1.61579 0.84978
H -0.05400 1.21345 -1.40866
H 0.11700 2.66897 -0.46042
H -1.50828 1.46713 0.67172
H -0.21314 1.11015 1.57711
O -4.76928 -0.12974 0.34655
S -4.39969 -1.46874 0.11552
N -2.73416 -1.42336 -0.06466
O -0.91608 -2.41257 -0.36501
O -2.20729 -2.66171 -0.25494
```

***

# 6
# C3H10N

2 unconnected molecules or ions with the total composition C3H10N (wB97M-V/def2-TZVPD, the Open Molecules 2025 dataset).

net charge	+1
2S+1	1
energy above the lowest of the compared OMol25 structures with the same formula, charge and spin	1.136	eV
gap between HOMO and LUMO	9.697	eV

XYZ file:
```
14
C3H10N, DFT wB97M-V/def2-TZVPD
N -1.57636 -0.10597 1.58555
H -1.98276 -0.79846 0.95296
H -0.56491 -0.11914 1.37853
H -1.70197 -0.37978 2.56154
H -1.94717 0.82994 1.42251
C 0.59515 1.28407 -0.68473
C 1.14750 -0.09265 -0.72793
C 0.46898 -1.22905 -0.69799
H 0.89500 1.80702 0.23518
H -0.49020 1.38609 -0.79476
H 0.98630 1.90989 -1.48567
H 2.23170 -0.16312 -0.75300
H 0.95454 -2.18858 -0.68950
H -0.62239 -1.31060 -0.71678
```

***

Molecular weight, respectively: 190.1; 93.1; 125.2; 218.0; 223.1; 60.1 Da.